(1)
A molecular structure, C30H31AsN2OPPd at a distorted geometry. Source: the Open Molecules 2025 dataset; level of theory: ωB97M-V/def2-TZVPD.

```
67
C30H31AsN2OPPd, DFT ωB97M-V/def2-TZVPD
Pd 0.802 -0.107 -0.189
N 4.151 -0.331 -0.911
C 4.487 0.939 -0.656
C 5.808 1.314 -0.247
C 6.034 2.644 0.223
C 5.011 3.587 0.282
C 3.727 3.290 -0.253
C 2.768 4.260 -0.635
C 1.670 3.861 -1.366
C 1.479 2.494 -1.626
N 2.279 1.530 -1.223
C 3.470 1.943 -0.668
H 3.148 -0.649 -1.040
H 4.847 -1.054 -0.932
H 6.585 0.541 -0.187
H 7.072 2.960 0.430
H 5.160 4.594 0.669
H 2.949 5.335 -0.410
H 0.917 4.578 -1.737
H 0.638 2.214 -2.221
C -6.975 0.095 1.091
C -6.694 1.444 1.029
C -5.429 1.847 0.669
C -4.372 0.942 0.565
C -4.661 -0.412 0.758
C -5.968 -0.843 1.001
P -2.654 1.522 0.167
C -2.383 0.475 -1.231
C -1.921 -0.866 -1.199
C -1.848 -1.564 -2.422
C -2.166 -0.973 -3.628
C -2.538 0.376 -3.682
C -2.646 1.090 -2.486
C -1.558 0.908 1.460
C -2.115 0.609 2.690
C -1.329 0.497 3.809
C 0.051 0.722 3.684
C 0.626 0.808 2.429
C -0.154 0.752 1.290
H -8.011 -0.256 1.204
H -7.431 2.186 1.176
H -5.237 2.893 0.473
H -3.863 -1.176 0.725
H -6.135 -1.903 1.178
H -1.704 -1.348 -0.219
H -1.413 -2.589 -2.399
H -2.172 -1.550 -4.516
H -2.809 0.798 -4.645
H -2.920 2.127 -2.440
H -3.205 0.458 2.805
H -1.822 0.294 4.762
H 0.695 0.771 4.574
H 1.716 0.827 2.305
C 0.012 -3.891 -0.164
As 1.880 -3.369 -0.204
C 3.046 -4.841 -0.803
C 2.598 -3.011 1.564
O 1.857 -1.827 -1.117
H -0.341 -3.887 -1.193
H -0.546 -3.135 0.390
H -0.156 -4.909 0.279
H 2.602 -5.734 -0.371
H 4.067 -4.675 -0.521
H 2.880 -4.813 -1.896
H 2.493 -1.949 1.845
H 3.633 -3.285 1.601
H 2.018 -3.580 2.306
```

## Properties
E_LUMO (alpha / beta) (eV): 2.2 / 2.2
Charge: -1
E_HOMO (alpha / beta) (eV): -1.523 / -1.527
HOMO-LUMO gap (alpha / beta) (hartree): 0.1382 / 0.1384

(2)
A molecular structure, C17H23MoO2 at a distorted geometry. Source: the Open Molecules 2025 dataset; level of theory: ωB97M-V/def2-TZVPD.

```
43
C17H23MoO2, DFT ωB97M-V/def2-TZVPD
Mo -1.125 -0.703 -0.616
C -2.208 0.719 -2.246
C -1.420 1.733 -1.602
C -0.045 1.414 -1.772
H -1.806 2.644 -1.158
C 0.049 0.161 -2.475
C -1.300 -0.248 -2.826
H -1.571 -1.059 -3.489
H -3.286 0.723 -2.369
H 0.787 2.064 -1.536
H 0.964 -0.311 -2.824
C -1.726 -2.396 0.638
C -1.757 -2.834 -0.741
C -0.415 -2.712 -1.280
H -2.612 -3.242 -1.245
C 0.451 -2.218 -0.232
C -0.359 -2.016 0.961
H -0.002 -1.712 1.925
H -2.544 -2.429 1.329
H -0.101 -3.027 -2.256
H 1.516 -2.127 -0.279
O 0.201 0.809 1.003
C 3.219 0.674 1.033
C 2.621 2.031 1.587
C 3.166 0.462 -0.510
C 3.064 -0.547 2.015
C 1.059 1.970 1.531
H 2.983 2.865 0.954
H 2.950 2.168 2.635
H 0.564 2.038 2.532
H 0.602 2.752 0.876
H 4.225 0.438 -0.531
H 2.726 1.282 -1.036
H 2.713 -0.455 -0.836
H 4.045 -0.387 2.386
H 2.943 -1.448 1.464
H 2.305 -0.474 2.776
C -3.883 0.397 0.881
C -2.442 0.633 1.019
O -1.820 1.360 1.769
H -4.392 1.354 0.700
H -4.263 -0.065 1.804
H -4.075 -0.279 0.038
```

## Properties
<S²>: 2.018
Spin multiplicity: 3
E_LUMO (alpha / beta) (eV): 3.2 / 3.2
Charge: -1
Energy relative to the best compared isomer or geometry (same formula, charge and spin) (kcal per mole): 7.27
E_HOMO (alpha / beta) (eV): -2.329 / -2.440
HOMO-LUMO gap (alpha / beta) (hartree): 0.2024 / 0.2057

(3)
6 unconnected molecules or ions with the total composition C8H22N6O14 at a distorted geometry. Source: the Open Molecules 2025 dataset; level of theory: ωB97M-V/def2-TZVPD.

```
50
C8H22N6O14, DFT ωB97M-V/def2-TZVPD
C -0.051 -0.883 -2.178
C 0.389 -0.441 -3.568
O 0.273 -1.189 -4.499
N 0.828 0.787 -3.745
H -3.851 0.866 -3.701
H 0.827 1.447 -2.989
C 1.299 1.358 -4.977
H -1.127 -0.764 -2.053
H 0.361 -0.323 -1.312
H 0.125 -1.972 -2.114
H 0.546 1.977 -5.552
H 1.699 0.603 -5.633
H 2.058 2.124 -4.746
C -0.826 -0.587 2.226
N 0.434 -1.038 2.869
C 0.133 -2.246 3.657
C 1.424 -1.367 1.697
C 0.938 0.134 3.658
C 2.284 -0.082 4.334
O 3.321 -0.493 3.431
H -0.604 0.312 1.618
H -1.563 -0.332 3.001
H -1.221 -1.442 1.610
H -0.465 -1.987 4.558
H 1.116 -2.653 3.914
H -0.487 -2.918 3.003
H 0.816 -1.933 1.015
H 2.183 -2.016 2.040
H 1.923 -0.527 1.217
H 0.200 0.241 4.432
H 0.969 1.008 2.995
H 2.191 -0.857 5.127
H 2.529 0.852 4.891
H 3.624 0.295 2.997
N -4.541 0.239 -2.056
O -4.868 -0.877 -2.494
O -4.607 0.530 -0.800
O -4.306 1.226 -2.997
N -0.682 3.891 -7.189
O -0.272 2.764 -7.574
O -0.630 4.904 -7.955
O -1.111 3.977 -5.998
N -3.364 -2.893 2.703
O -2.682 -2.862 1.701
O -2.810 -2.773 3.809
O -4.545 -3.143 2.698
N 3.010 2.292 2.220
O 4.089 1.854 2.795
O 2.580 1.641 1.228
O 2.442 3.279 2.685
```

## Properties
E_LUMO (eV): 3.2
Charge: -2
E_HOMO (eV): -3.329
HOMO-LUMO gap (hartree): 0.2396

charge of number 2 (C17H23MoO2)? -1

Look up the charge of the first one. -1